[1]
Computed, not measured: 4 unconnected molecules or ions with the total composition C26H40O9S3 in a non-equilibrium geometry, with wB97M-V/def2-TZVPD.

Structure (XYZ):
```
78
C26H40O9S3 | the Open Molecules 2025 dataset | wB97M-V/def2-TZVPD
C 0.1320 -4.6039 -4.6161
C -0.9641 -4.3160 -3.7428
C -1.5257 -2.8693 -3.3632
C -0.7272 -1.6459 -4.0488
C -1.6944 -0.3837 -3.6485
C -0.9365 0.4988 -2.5280
C -1.0634 0.0091 -1.0603
C -0.3208 0.8290 0.0467
C 0.5303 2.0669 -0.3849
C 0.6432 2.5305 -1.8723
C 1.5217 3.7900 -2.3535
C -0.1166 1.7267 -2.9775
C 0.8168 -1.5109 -3.6782
O 1.1776 -0.5621 -4.7504
C 0.6741 -1.2934 -5.9023
O 1.3080 -1.5829 -6.9255
O -0.6745 -1.6169 -5.5217
H 1.0526 -5.1562 -4.2064
H 0.1825 -4.3142 -5.7248
H -1.5226 -5.2264 -3.3018
H -1.4286 -2.6956 -2.2243
H -2.6497 -2.8676 -3.6251
H -1.9920 0.2294 -4.5651
H -2.6502 -0.7681 -3.1260
H -1.6803 -0.9189 -0.7782
H -0.4185 0.5035 1.1475
H 1.0988 2.6413 0.4358
H 1.2355 4.6855 -1.7094
H 1.2978 4.0076 -3.4620
H 2.6534 3.5612 -2.3139
H -0.1046 1.9794 -4.0843
H 1.5222 -2.3884 -3.9357
H 1.1366 -1.2650 -2.6140
O -0.6592 -0.3062 2.9729
S -1.8205 -0.3847 3.8330
O -2.2667 0.7364 4.6294
C -3.1954 -0.9928 2.8720
C -3.1032 -2.5074 3.0013
C -2.7813 -2.7796 4.4724
C -1.6580 -1.8252 4.8805
H -3.1140 -0.6430 1.8427
H -4.1134 -0.6140 3.3265
H -4.0311 -2.9933 2.6923
H -2.2943 -2.8891 2.3695
H -3.6698 -2.5848 5.0818
H -2.4932 -3.8199 4.6373
H -1.7451 -1.5251 5.9225
H -0.6752 -2.2644 4.7009
O 2.8108 6.3492 -6.9694
S 3.1788 5.2509 -6.1064
O 2.9079 5.2620 -4.6859
C 2.5325 3.7412 -6.8047
C 3.6309 3.2599 -7.7433
C 4.9441 3.4661 -6.9857
C 4.9063 4.8686 -6.3748
H 1.5894 3.9405 -7.3131
H 2.3769 3.0345 -5.9860
H 3.4864 2.2156 -8.0274
H 3.6334 3.8624 -8.6575
H 5.0260 2.7194 -6.1893
H 5.8109 3.3443 -7.6390
H 5.4371 4.9077 -5.4231
H 5.3146 5.6143 -7.0590
O -1.3958 -2.6190 7.6876
S -0.8841 -2.5841 9.0402
O -0.2114 -3.7142 9.6383
C 0.1465 -1.1387 9.2174
C -0.8173 -0.0392 9.6443
C -1.7404 -0.6772 10.6845
C -2.1910 -2.0302 10.1298
H 0.6527 -0.9249 8.2763
H 0.8792 -1.3457 10.0004
H -0.2862 0.8245 10.0489
H -1.4063 0.2976 8.7848
H -1.1886 -0.8271 11.6181
H -2.5975 -0.0388 10.9098
H -2.3343 -2.7636 10.9239
H -3.1050 -1.9366 9.5407
```

Results
- Multiplicity: 1
- DFT total energy: -2886.0872 hartree



[2]
Computed, not measured: a molecular structure, C3H3O2Tl in a non-equilibrium geometry, with wB97M-V/def2-TZVPD.

Structure (XYZ):
```
9
C3H3O2Tl | the Open Molecules 2025 dataset | wB97M-V/def2-TZVPD
C 2.2142 -0.1691 -1.1436
C 0.9201 0.0819 -0.4875
H 3.0480 -0.4156 -0.4669
H 2.1425 -0.8065 -2.0406
H 2.2674 0.9050 -1.4805
O 0.7146 0.2928 1.0272
C -1.2589 0.3309 1.5364
Tl -0.9497 -0.0942 -1.4444
O -1.8036 0.0824 0.5482
```

Results
- Multiplicity: 1
- Charge: +2
- DFT total energy: -438.0661 hartree



[3]
Computed, not measured: 2 unconnected molecules or ions with the total composition C9H16N2O2 in a non-equilibrium geometry, with wB97M-V/def2-TZVPD.

Structure (XYZ):
```
29
C9H16N2O2 | the Open Molecules 2025 dataset | wB97M-V/def2-TZVPD
O -2.8916 1.5717 -0.7453
C -2.4576 0.4197 -0.3877
C -2.0795 -0.8511 -1.2142
C -1.1870 -1.7835 -0.8182
N -0.3712 -1.6189 0.2600
C -0.7724 -0.7737 1.2890
O -0.3274 -0.8177 2.3399
N -1.6154 0.2010 0.7425
H -2.9099 -0.8137 -2.1369
H -0.7629 -2.5927 -1.3318
H 0.1852 -2.2585 0.7137
H -1.6941 0.9395 1.5807
C 2.7624 -1.6941 -1.0926
C 2.6199 -0.6608 0.0690
C 1.8157 0.5365 -0.4404
C 1.8124 1.9193 0.3719
C 1.0491 2.9974 -0.2702
H 1.7290 -1.5895 -1.7245
H 3.7460 -1.2769 -1.5784
H 2.8518 -2.8385 -0.7747
H 3.5215 -0.2366 0.7187
H 1.8414 -1.3752 0.7807
H 2.0498 0.8626 -1.4264
H 0.7986 0.0728 -0.4973
H 2.7752 2.4458 0.4949
H 1.4476 1.6476 1.4366
H 0.0412 2.8340 -0.9189
H 0.8257 3.5815 0.6461
H 1.8344 3.8329 -0.7969
```

Results
- Multiplicity: 1
- DFT total energy: -612.3600 hartree



[4]
Computed, not measured: a molecular structure, C50H46N7O4P2RuSTe in a non-equilibrium geometry, with wB97M-V/def2-TZVPD.

Structure (XYZ):
```
112
C50H46N7O4P2RuSTe | the Open Molecules 2025 dataset | wB97M-V/def2-TZVPD
Ru -0.3108 -0.3926 -0.2389
O -0.3629 4.1478 -5.5448
C 0.3721 4.2771 -4.3417
C 0.1626 3.0148 -3.5496
C -0.7383 2.9457 -2.4811
C -0.8283 1.7540 -1.8002
N -0.1831 0.6327 -2.1274
C 0.5835 0.6230 -3.2565
C 0.8209 1.8680 -3.9033
C 1.0700 -0.5739 -3.8735
C 1.6006 -0.5430 -5.1776
C 1.7384 -1.6530 -5.9658
C 2.2721 -1.5369 -7.3686
O 2.1731 -0.2411 -7.9057
C 1.3129 -2.9044 -5.4381
C 0.9469 -2.9589 -4.1423
N 0.9177 -1.8568 -3.3226
H -0.1865 4.9098 -6.1054
H 0.0278 5.1504 -3.7691
H 1.4415 4.3991 -4.5661
H -1.3146 3.8030 -2.1778
H -1.4747 1.6837 -0.9209
H 1.5423 1.9337 -4.6977
H 1.8918 0.3989 -5.6109
H 1.7548 -2.2623 -8.0156
H 3.3438 -1.7715 -7.3872
H 1.2554 0.0499 -7.8503
H 1.3008 -3.7866 -6.0558
H 0.6861 -3.8823 -3.6428
Te 2.8099 -0.9875 3.2055
C 2.0574 -0.2725 5.1381
C 1.9592 -1.0757 6.2665
C 1.3907 -0.5451 7.4151
N 0.9419 0.6941 7.5086
C 1.0567 1.4666 6.4413
C 1.6057 1.0379 5.2443
C 1.1332 -0.0062 2.4091
P -0.3564 -0.9177 2.0610
C -0.5498 -2.0487 3.4665
C -0.0632 -3.3492 3.4081
C -0.1679 -4.1737 4.5147
C -0.7443 -3.7003 5.6831
C -1.2119 -2.3986 5.7479
C -1.1145 -1.5710 4.6434
C -1.6304 0.3405 2.3618
C -1.4684 1.6170 2.7497
C -2.5845 2.5373 2.7536
C -3.8106 2.1980 2.3454
C -4.1396 0.8405 1.8111
C -2.9207 -0.1181 1.7782
P 1.3742 0.8573 0.8611
C 2.6847 -0.0731 0.0702
C 3.0916 0.4922 -1.1683
C 3.7128 -0.0824 -2.2435
C 4.1971 -1.4892 -2.2431
C 3.1285 -2.4857 -1.6904
C 2.9105 -1.4187 0.5555
C 2.2188 2.3557 1.4710
C 1.5118 3.5339 1.6705
C 2.0904 4.5660 2.3884
C 3.3603 4.4165 2.9212
C 4.0767 3.2528 2.6954
C 3.5164 2.2261 1.9592
H 2.3053 -2.0993 6.2419
H 1.2889 -1.1436 8.3119
H 0.6997 2.4831 6.5575
H 1.6827 1.7106 4.3989
H 0.3590 -3.7232 2.4855
H 0.1909 -5.1924 4.4689
H -0.8324 -4.3463 6.5452
H -1.6582 -2.0231 6.6577
H -1.4807 -0.5541 4.6851
H -0.5072 1.9686 3.1041
H -2.4026 3.5341 3.1318
H -4.6225 2.9118 2.3781
H -5.0673 0.4544 2.2412
H -3.1379 -1.1559 2.0628
H 2.8371 1.5485 -1.2686
H 3.9577 0.5261 -3.0994
H 4.7505 -1.7859 -3.1378
H 3.3357 -3.5123 -1.9874
H 2.0128 -2.0186 0.7663
H 0.5105 3.6320 1.2691
H 1.5456 5.4841 2.5487
H 3.7923 5.2075 3.5159
H 5.0702 3.1388 3.1014
H 4.0803 1.3243 1.7536
S 1.3039 -2.2253 -1.6935
C 3.7774 -2.0221 -0.4077
N 4.8965 -1.6046 -0.9384
O -1.9832 -1.2480 -3.1344
C -2.0327 -2.0737 -2.2451
C -2.7425 -3.4272 -2.3513
C -2.5686 -4.0371 -0.9683
C -1.8443 -2.9428 -0.1870
O -1.6265 -2.9780 1.0151
N -1.4959 -1.9345 -1.0053
H -2.2857 -4.0054 -3.1567
H -3.7887 -3.2624 -2.6119
H -1.9452 -4.9328 -0.9653
H -3.5117 -4.2848 -0.4821
C -4.4647 0.8516 -2.0532
N -4.7451 1.2035 -0.6769
C -6.1092 1.5664 -0.3672
C -3.9812 0.7338 0.3130
N -2.8764 0.0399 0.3058
H -4.5979 1.7272 -2.6907
H -5.1350 0.0565 -2.3927
H -3.4409 0.4959 -2.1378
H -6.4874 2.2387 -1.1350
H -6.1492 2.0652 0.5985
H -6.7588 0.6837 -0.3267
```

Results
- Multiplicity: 2
- DFT total energy: -4060.6465 hartree



[5]
Computed, not measured: a molecular structure, C20H22MnN4O2S in a non-equilibrium geometry, with wB97M-V/def2-TZVPD.

Structure (XYZ):
```
50
C20H22MnN4O2S | the Open Molecules 2025 dataset | wB97M-V/def2-TZVPD
Mn -0.7983 0.5541 -0.7049
O 0.0449 -0.5135 -2.0397
C 0.6678 -0.2230 -3.2226
C 1.3563 -1.2614 -3.7830
C 1.9647 -1.0836 -4.9691
C 1.9935 0.2035 -5.5237
C 1.2838 1.2313 -4.9544
C 0.5263 1.0104 -3.8109
C -0.2944 2.0620 -3.2609
N -0.8355 2.0815 -2.1005
C -1.7529 3.2107 -1.6911
C -1.9181 3.2292 -0.1892
N -1.9529 1.8808 0.2827
C -2.3903 1.5907 1.4828
C -2.1411 0.4137 2.2843
C -2.5718 0.5668 3.5663
C -2.4221 -0.4484 4.4844
C -1.7746 -1.6298 4.0480
C -1.3473 -1.7686 2.7439
C -1.5274 -0.7700 1.8181
O -1.1939 -0.8699 0.5500
H 1.3089 -2.2950 -3.4266
H 2.4293 -1.8848 -5.4620
H 2.4118 0.4161 -6.4508
H 1.3444 2.2167 -5.4144
H -0.3481 3.0000 -3.8479
H -2.7909 2.9881 -2.0715
H -1.4220 4.1789 -2.0496
H -2.8194 3.7543 -0.0262
H -1.1198 3.8083 0.2371
H -2.8065 2.4441 2.1247
H -3.0562 1.4950 3.8320
H -2.7976 -0.4019 5.4865
H -1.4674 -2.4413 4.7622
H -0.8783 -2.6847 2.5078
C 1.9258 -0.6721 3.4251
N 2.0091 -1.2008 2.0935
C 2.2207 -2.6295 1.8853
C 1.6766 -2.7899 0.4598
N 1.6332 -1.4625 -0.0393
C 1.5881 -0.6056 0.9634
S 1.1790 1.0326 0.7649
H 1.1463 -1.1927 3.8748
H 1.7676 0.3731 3.4496
H 2.8873 -0.9379 3.8538
H 1.6388 -3.2209 2.6194
H 3.2548 -2.8650 2.0885
H 0.6646 -3.2073 0.4150
H 2.3356 -3.4104 -0.1467
H 1.1674 -1.2713 -0.9190
```

Results
- Multiplicity: 5
- Charge: +1
- DFT total energy: -2693.8664 hartree



[6]
Computed, not measured: a molecular structure, C25H30Cl6F6O21 in a non-equilibrium geometry, with wB97M-V/def2-TZVPD.

Structure (XYZ):
```
88
C25H30Cl6F6O21 | the Open Molecules 2025 dataset | wB97M-V/def2-TZVPD
C 0.0162 2.0292 -1.7127
C 0.8481 3.0172 -2.5086
C 0.1630 4.0410 -3.3863
O 0.8764 5.2359 -3.1126
C 1.7471 5.0778 -2.1431
O 2.3793 6.0166 -1.6772
O 1.7318 3.7888 -1.6808
H -0.7485 1.6573 -2.3946
H -0.5056 2.3520 -0.8118
H 0.5996 1.2224 -1.2690
H 1.4557 2.4251 -3.1930
H -0.9000 4.1804 -3.1894
H 0.2356 3.7363 -4.4304
C -0.8080 -0.8261 -3.9671
Cl -0.8294 0.3036 -2.5877
Cl 0.8248 -0.7973 -4.7884
H -1.0268 -1.8267 -3.5945
H -1.5732 -0.6247 -4.7168
C -4.3613 -1.0422 -1.6728
Cl -5.3636 -0.6767 -0.2643
Cl -3.0674 0.1204 -1.8534
H -3.8335 -1.9905 -1.5713
H -4.9750 -1.0566 -2.5735
C -2.2066 -3.0697 -0.3819
Cl -2.8940 -3.8238 -1.8630
Cl -3.3756 -1.9052 0.3725
H -2.1358 -3.8916 0.3305
H -1.2638 -2.5347 -0.4961
C 2.8452 -0.5122 -1.6940
C 2.1146 -0.2852 -2.9619
O 3.1556 -0.1405 -3.8680
C 4.1838 0.4287 -3.2315
O 5.2413 0.7765 -3.7516
O 3.9981 0.2819 -1.9125
F 1.3542 0.7748 -2.9660
H 3.1009 -1.5665 -1.5882
H 2.3009 -0.4303 -0.7532
H 1.4812 -1.1403 -3.1979
C 4.8828 -1.6756 1.6353
C 3.8607 -0.6232 1.0709
O 4.1341 -0.9416 -0.2955
C 5.3921 -1.4028 -0.5110
O 5.8897 -1.4888 -1.6648
O 5.9047 -1.6630 0.6334
F 4.2348 0.6392 1.3172
H 4.3867 -2.6462 1.6387
H 5.1184 -1.3842 2.6588
H 2.7842 -0.6553 1.2390
C -3.8797 2.3354 0.2374
C -4.0534 1.1468 1.1839
O -3.9249 1.7649 2.4379
C -3.1215 2.7518 2.3062
O -2.5580 3.3879 3.2099
O -3.0141 3.1180 0.9905
F -3.1789 0.1061 1.0478
H -4.8257 2.8568 0.0919
H -3.3775 2.1320 -0.7084
H -5.0596 0.7442 1.0676
C 1.9985 -0.9141 2.6120
C 1.1817 -1.9856 3.3409
O 2.1381 -2.5739 4.2106
C 3.3697 -2.3652 3.7562
O 4.3323 -2.8882 4.2638
O 3.2356 -1.5669 2.6643
F 0.7268 -2.7948 2.4087
H 2.1801 0.0112 3.1587
H 1.6306 -0.7405 1.6007
H 0.2797 -1.6204 3.8320
C -1.3601 -0.3921 0.2091
C -0.6864 0.7908 -0.3474
O 0.6868 0.4703 -0.3128
C 0.8685 -0.7579 0.1683
O 1.9906 -1.2048 0.4460
O -0.2867 -1.3635 0.2427
F -1.0284 1.8742 0.3012
H -2.3215 -0.6186 -0.2518
H -1.6768 -0.2040 1.2350
H -0.9855 0.9331 -1.3858
C -3.1193 -1.7328 3.9963
C -3.4017 -0.3959 3.3154
O -2.2295 -0.0746 2.6158
C -1.2304 -0.8413 3.1219
O -0.0165 -0.7199 2.8781
O -1.6975 -1.8513 3.9172
F -3.6860 0.5347 4.2565
H -3.5349 -2.6595 3.6006
H -3.5081 -1.7700 5.0140
H -4.2299 -0.4058 2.6068
```

Results
- Multiplicity: 1
- DFT total energy: -5909.3111 hartree